The following is a DFT calculation (ωB97M-V with the def2-TZVPD basis set) of a 5-piece molecular cluster, C11H31N5O5 overall in a non-equilibrium geometry.

- E_tot (eV) = -29598.515
- energy relative to the best compared isomer or geometry (same formula, charge and spin) (kcal/mol) = 0.91
- total charge = 0
- SMILES = CC1(C)CCCC(C)(C)N1O.NC(N)=O.NC(N)=O.O.O
- HOMO energy (eV) = -8.0

Each line ends with the Löwdin charge.
Cartesian coordinates (Å):
1 C 0.091 -1.219 -4.210  -0.685
2 O 0.974 -0.877 -5.027  -0.036
3 N -1.164 -0.748 -4.253  0.166
4 N 0.385 -2.113 -3.233  0.162
5 H -1.958 -1.088 -3.737  0.052
6 H -1.388 -0.047 -4.934  0.103
7 H -0.388 -2.334 -2.618  0.067
8 H 1.277 -2.551 -3.187  0.096
9 C -4.108 -2.397 -3.670  -0.650
10 O -2.978 -2.859 -3.530  0.010
11 N -4.846 -2.545 -4.797  0.159
12 N -4.643 -1.502 -2.753  0.155
13 H -5.742 -2.122 -4.928  0.092
14 H -4.492 -3.132 -5.530  0.110
15 H -4.130 -1.273 -1.923  0.053
16 H -5.547 -1.105 -2.911  0.087
17 C 1.806 2.909 -0.003  -0.023
18 C 1.361 1.843 1.022  -0.515
19 C 1.522 0.479 0.376  -0.140
20 C 1.447 -0.706 1.341  -0.171
21 C 2.636 -0.594 2.297  -0.144
22 C 2.621 0.752 3.043  -0.511
23 N 2.283 1.872 2.170  -0.128
24 O 2.285 3.102 2.856  -0.009
25 C 1.690 0.711 4.266  -0.046
26 C 4.043 0.984 3.583  -0.042
27 C -0.052 2.155 1.500  -0.027
28 H 2.884 3.068 0.115  0.084
29 H 1.413 3.897 0.243  0.077
30 H 1.627 2.627 -1.038  0.085
31 H 0.831 0.356 -0.462  0.112
32 H 2.520 0.399 -0.065  0.129
33 H 1.560 -1.648 0.801  0.113
34 H 0.553 -0.759 1.966  0.107
35 H 3.605 -0.786 1.828  0.119
36 H 2.623 -1.393 3.046  0.120
37 H 0.652 0.371 4.198  0.073
38 H 2.104 0.017 5.011  0.083
39 H 1.635 1.663 4.796  0.079
40 H 4.497 0.059 3.943  0.083
41 H 4.722 1.337 2.805  0.087
42 H 3.996 1.724 4.382  0.079
43 H -0.038 3.163 1.919  0.079
44 H -0.324 1.554 2.374  0.071
45 H -0.825 2.021 0.743  0.084
46 H 3.049 3.564 2.491  0.106
47 O -4.584 -1.209 0.263  -0.047
48 H -5.444 -1.633 0.159  0.055
49 H -4.758 -0.430 0.806  0.060
50 O -1.645 -1.356 -0.846  -0.049
51 H -1.130 -0.775 -0.273  0.021
52 H -2.509 -1.428 -0.417  0.004

---

The following is a DFT calculation (ωB97M-V with the def2-TZVPD basis set) of C11H31O13Tl as an isolated structure in a non-equilibrium geometry.

- E_tot (eV) = -43196.594
- energy relative to the best compared isomer or geometry (same formula, charge and spin) (kcal/mol) = 18.21
- total charge = +2
- HOMO energy (eV) = -14.8

Each line ends with the Löwdin charge.
Cartesian coordinates (Å):
1 Tl 3.216 -4.154 -1.807  1.104
2 O 1.091 -0.825 1.428  0.126
3 C 0.983 -1.657 0.369  -0.692
4 O 2.007 -1.989 -0.280  -0.096
5 O -0.159 -2.022 0.013  0.186
6 H 2.058 -0.723 1.550  0.151
7 C 1.658 3.692 -0.491  -0.224
8 C 0.666 3.221 0.555  -0.205
9 O 1.171 2.192 1.397  -0.064
10 O 2.871 4.079 0.133  -0.023
11 H 1.278 4.565 -1.022  0.134
12 H 1.832 2.932 -1.265  0.108
13 H -0.309 2.920 0.142  0.109
14 H 0.417 4.009 1.270  0.140
15 H 1.366 1.408 0.854  0.057
16 H 3.048 3.374 0.776  0.089
17 C -1.249 1.143 2.242  -0.221
18 C -2.495 1.950 2.012  -0.185
19 O -3.262 1.393 0.936  -0.063
20 O -1.468 0.009 3.058  0.021
21 H -0.456 1.774 2.657  0.139
22 H -0.939 0.761 1.259  0.108
23 H -2.258 3.008 1.870  0.127
24 H -3.104 1.949 2.923  0.141
25 H -4.172 1.665 1.100  0.118
26 H -0.783 -0.641 2.860  0.078
27 C -1.268 0.606 -1.942  -0.197
28 C -1.573 0.436 -3.416  -0.206
29 O -1.297 -0.923 -3.726  -0.007
30 O -2.356 0.021 -1.278  0.061
31 H -1.199 1.679 -1.720  0.132
32 H -0.332 0.146 -1.601  0.133
33 H -1.078 1.085 -4.152  0.144
34 H -2.613 0.737 -3.611  0.139
35 H -1.444 -0.998 -4.681  0.112
36 H -2.644 0.596 -0.525  0.074
37 C 3.965 0.714 -0.875  -0.170
38 C 4.264 -0.349 -1.934  -0.217
39 O 4.738 -1.593 -1.425  -0.179
40 O 2.744 0.353 -0.218  -0.109
41 H 3.824 1.674 -1.375  0.119
42 H 4.800 0.844 -0.181  0.136
43 H 4.967 0.096 -2.646  0.137
44 H 3.348 -0.549 -2.493  0.127
45 H 5.701 -1.546 -1.408  0.110
46 H 2.586 -0.592 -0.361  -0.016
47 C -2.766 -2.828 1.749  -0.189
48 C -2.861 -4.352 1.673  -0.192
49 O -2.128 -4.861 0.594  0.019
50 O -3.266 -2.170 0.633  0.060
51 H -1.669 -2.675 1.787  0.127
52 H -3.171 -2.386 2.662  0.143
53 H -3.882 -4.759 1.673  0.154
54 H -2.474 -4.779 2.607  0.138
55 H -1.722 -5.696 0.855  0.116
56 H -4.200 -1.964 0.799  0.138

---

The following is a DFT calculation (ωB97M-V with the def2-TZVPD basis set) of a 3-piece molecular cluster, C11H32FN2O5P2S overall in a non-equilibrium geometry.

- E_tot (eV) = -57268.066
- total charge = +1
- HOMO energy (eV) = -12.0

Each line ends with the Löwdin charge.
Cartesian coordinates (Å):
1 C -0.493 -4.307 -1.738  -0.005
2 C 0.340 -3.071 -1.536  -0.368
3 F -0.467 -1.979 -1.537  -0.001
4 N 1.150 -3.020 -0.217  -0.392
5 N 1.321 -4.413 0.210  0.082
6 C 2.526 -2.402 -0.451  -0.151
7 C 2.650 -0.888 -0.312  -0.272
8 C 1.697 -0.011 -1.122  -0.571
9 S 2.184 1.724 -0.977  0.796
10 P 0.176 -2.136 1.073  1.054
11 P 1.340 -2.161 2.936  0.260
12 O 0.508 -2.799 3.941  -0.254
13 O 1.578 -0.607 3.205  -0.147
14 O 2.797 -2.807 2.786  -0.130
15 H -1.146 -4.067 -2.576  0.107
16 H -1.116 -4.537 -0.882  0.089
17 H 0.106 -5.159 -2.037  0.093
18 H 1.051 -2.965 -2.352  0.155
19 H 2.002 -4.854 -0.405  0.119
20 H 1.729 -4.394 1.140  0.081
21 H 2.867 -2.705 -1.438  0.135
22 H 3.180 -2.898 0.258  0.107
23 H 3.660 -0.647 -0.642  0.120
24 H 2.589 -0.561 0.724  0.070
25 H 0.685 -0.068 -0.734  0.028
26 H 1.654 -0.297 -2.169  0.083
27 H 1.331 2.084 -0.008  -0.145
28 H -0.717 -3.176 1.370  -0.024
29 H 2.474 -0.301 3.034  0.093
30 H 3.425 -2.272 2.291  0.073
31 C -1.308 3.201 2.743  -0.048
32 C -1.386 2.024 1.787  -0.486
33 C -2.493 1.056 2.167  -0.052
34 O -0.126 1.336 1.741  -0.116
35 H -1.094 2.854 3.758  0.087
36 H -0.509 3.883 2.451  0.082
37 H -2.246 3.756 2.763  0.088
38 H -1.555 2.390 0.774  0.116
39 H -2.313 0.644 3.165  0.086
40 H -2.532 0.221 1.464  0.069
41 H -3.465 1.549 2.172  0.087
42 H 0.060 1.000 2.625  0.057
43 C -1.676 4.681 -1.941  -0.053
44 C -1.684 3.567 -2.978  -0.492
45 C -2.654 2.457 -2.601  -0.058
46 O -0.370 3.040 -3.149  -0.069
47 H -1.353 4.293 -0.970  0.066
48 H -0.979 5.466 -2.230  0.083
49 H -2.667 5.122 -1.822  0.083
50 H -1.964 3.977 -3.948  0.140
51 H -2.359 2.003 -1.649  0.063
52 H -2.648 1.671 -3.357  0.079
53 H -3.673 2.833 -2.500  0.082
54 H -0.087 2.672 -2.303  0.022

---

The following is a DFT calculation (ωB97M-V with the def2-TZVPD basis set) of a 7-piece molecular cluster, C11H32O9 overall in a non-equilibrium geometry.

- E_tot (eV) = -30352.467
- energy relative to the best compared isomer or geometry (same formula, charge and spin) (kcal/mol) = 7.62
- total charge = 0
- SMILES = O=C1OCCO1.CCO.CCO.CCO.CCO.O.O
- HOMO energy (eV) = -9.5

Each line ends with the Löwdin charge.
Cartesian coordinates (Å):
1 C -23.091 -15.627 14.048  -0.090
2 C -23.306 -14.104 13.863  -0.119
3 O -22.143 -13.669 13.178  0.071
4 C -21.374 -14.726 12.850  -0.568
5 O -20.284 -14.623 12.399  0.168
6 O -21.964 -15.894 13.204  0.039
7 H -23.989 -16.125 13.691  0.130
8 H -22.796 -15.925 15.049  0.124
9 H -23.556 -13.615 14.805  0.129
10 H -24.159 -13.893 13.212  0.129
11 O -17.819 -18.165 16.244  -0.058
12 H -18.247 -17.681 15.524  -0.011
13 H -18.264 -19.016 16.263  0.029
14 O -17.743 -14.524 14.120  -0.044
15 H -18.311 -15.305 14.051  0.018
16 H -18.348 -13.790 13.964  0.054
17 C -16.305 -12.480 10.879  -0.089
18 C -16.974 -13.812 10.680  -0.319
19 O -16.125 -14.678 9.918  -0.079
20 H -16.933 -11.916 11.578  0.074
21 H -16.333 -11.830 9.998  0.076
22 H -15.281 -12.572 11.225  0.064
23 H -17.986 -13.737 10.263  0.111
24 H -17.144 -14.273 11.664  0.087
25 H -16.507 -15.558 9.887  0.068
26 C -20.578 -13.771 16.474  -0.063
27 C -19.603 -14.905 16.776  -0.324
28 O -18.314 -14.477 17.154  -0.059
29 H -20.162 -13.067 15.752  0.077
30 H -20.935 -13.256 17.363  0.078
31 H -21.460 -14.205 15.983  0.044
32 H -19.532 -15.570 15.901  0.082
33 H -19.993 -15.521 17.588  0.117
34 H -17.792 -14.262 16.371  0.058
35 C -17.784 -18.587 12.242  -0.073
36 C -19.174 -18.248 12.694  -0.267
37 O -19.085 -17.228 13.727  -0.126
38 H -17.791 -19.531 11.689  0.081
39 H -17.096 -18.724 13.077  0.082
40 H -17.372 -17.816 11.592  0.070
41 H -19.693 -19.129 13.081  0.114
42 H -19.774 -17.847 11.873  0.115
43 H -19.986 -16.888 13.801  0.055
44 C -15.301 -11.809 14.336  -0.083
45 C -14.488 -13.098 14.304  -0.307
46 O -15.090 -14.143 15.048  -0.090
47 H -16.368 -11.966 14.479  0.063
48 H -15.226 -11.333 13.347  0.052
49 H -14.924 -11.040 15.011  0.067
50 H -13.525 -12.966 14.797  0.109
51 H -14.301 -13.405 13.271  0.098
52 H -15.841 -14.508 14.562  0.035

---

Which Kohn-Sham gap belongs to each record? In order, 7.94 2.71 8.62 9.64 eV.
Which lowest unoccupied orbital energy belongs to each record? In order, -0.08 -12.09 -3.40 0.17 eV.